The following is a quantum chemistry calculation of C48H114N7O14V as an isolated structure in a non-equilibrium geometry, from the Open Molecules 2025 dataset.

Results
HOMO (alpha / beta) = -9.60 / -9.60 eV
multiplicity = 2
<S²> = 0.754
charge = +1

Each line ends with the Mulliken charge.
Cartesian coordinates (Å):
V (3.880, -0.358, -3.635)  1.20
O (-1.303, 7.776, -0.959)  -0.42
O (3.395, 3.613, 0.871)  -0.53
O (-2.002, -2.316, 2.911)  -0.42
O (-0.091, -5.175, -1.989)  -0.37
O (4.955, 0.570, -2.953)  -0.43
O (-4.231, 3.915, 3.933)  -0.56
O (2.471, -0.787, -1.978)  -0.02
O (3.308, 0.507, -4.909)  -0.55
O (5.654, -0.668, -5.185)  0.28
O (-3.284, -3.458, 9.121)  -0.32
O (0.221, -8.033, 1.829)  -0.30
O (-1.169, 4.210, -5.881)  -0.40
O (3.697, -2.347, 2.695)  -0.53
O (2.417, -2.093, -5.088)  -0.19
N (-3.017, 3.564, 3.307)  0.53
N (-3.557, -2.489, 6.248)  -0.24
N (1.034, -5.266, 0.625)  0.06
N (0.735, 5.683, -0.683)  -0.19
N (4.927, -2.484, -3.372)  0.21
N (-1.647, 3.913, -4.611)  0.79
N (3.400, -3.291, -0.884)  -0.25
C (-2.021, 2.811, 5.507)  -1.76
C (-0.697, -2.438, 2.300)  -0.43
C (-3.270, 5.846, -4.693)  -1.62
C (-0.131, -9.380, 1.582)  -0.85
C (-2.047, -2.675, 4.256)  -0.03
C (-4.119, 2.643, 1.325)  -2.05
C (-0.600, -4.691, -3.213)  -0.90
C (0.504, 2.937, -3.780)  -1.35
C (-0.537, 5.675, 0.118)  -0.21
C (-1.642, 2.420, -2.697)  0.16
C (3.620, 2.221, 1.268)  -0.43
C (5.872, -0.138, -6.445)  -1.02
C (-4.120, -3.794, 6.711)  -0.42
C (1.641, -6.138, 1.583)  -0.85
C (1.937, 5.377, -0.005)  -1.28
C (1.454, -7.656, 1.267)  -0.73
C (-4.419, -3.808, 8.207)  -0.74
C (4.336, -3.360, -4.347)  -1.07
C (-0.399, -5.471, 0.382)  -0.53
C (-3.908, 3.439, -5.640)  -1.68
C (-2.317, 8.468, -1.595)  -0.70
C (-0.592, 3.288, 3.408)  -1.98
C (-1.011, 2.721, -4.098)  1.83
C (-3.397, -2.378, 4.750)  -0.87
C (6.362, -2.303, -3.575)  -0.80
C (3.150, -2.316, 1.351)  0.87
C (2.815, -1.763, 3.629)  -0.41
C (4.062, -3.026, 0.376)  0.30
C (-1.692, 6.386, -0.655)  0.01
C (-1.898, 3.697, 4.243)  1.88
C (-1.076, 1.415, -4.960)  -1.58
C (1.231, -2.200, -5.924)  -0.79
C (-0.780, -4.680, -0.860)  -0.34
C (6.741, -1.507, -4.784)  -0.96
C (2.158, 3.785, 0.167)  1.43
C (5.377, -2.227, 0.094)  -1.66
C (0.926, 0.535, -0.519)  1.86
C (2.798, -3.319, -4.479)  -0.11
C (-3.089, 4.213, -4.562)  1.27
C (-3.732, -3.016, 10.362)  -0.74
C (-3.153, 2.482, -2.701)  -1.00
C (-3.131, 2.299, 2.476)  1.98
C (-0.594, 1.934, 2.635)  0.95
C (-1.790, 1.996, 1.741)  -0.66
C (-1.715, 5.191, 4.682)  -1.90
C (1.103, -0.574, -1.550)  0.83
C (-3.711, 3.791, -3.238)  -0.92
C (-3.664, 1.031, 3.285)  -2.04
H (0.741, 6.630, -1.034)  0.30
H (-4.348, 5.984, -4.610)  0.41
H (1.020, 3.393, -4.626)  0.56
H (2.330, -3.374, -3.496)  -0.16
H (-1.827, -4.900, -1.068)  0.68
H (0.441, -2.722, -5.384)  0.20
H (-4.821, -4.801, 8.410)  0.39
H (-4.336, 4.827, 3.651)  0.36
H (2.467, -4.148, -5.104)  0.68
H (2.271, -0.860, 3.351)  -0.06
H (0.463, -0.358, -2.405)  -0.22
H (-1.454, 1.389, -2.398)  -0.17
H (2.956, -2.459, -1.244)  -0.44
H (-2.904, -2.008, 6.850)  0.23
H (-2.523, 8.194, -2.630)  0.17
H (-0.413, 6.061, 1.130)  0.58
H (1.266, -5.832, 2.560)  0.43
H (-0.795, 5.087, -5.766)  0.40
H (-2.883, 6.337, -5.586)  0.42
H (4.401, 2.286, 2.025)  0.42
H (-3.608, 1.757, -3.376)  0.28
H (0.390, 1.809, 2.184)  -0.76
H (2.995, -1.301, 0.985)  -0.35
H (6.398, -0.680, -7.231)  0.40
H (-2.574, 6.332, -0.016)  0.68
H (1.076, 2.069, -3.452)  -0.05
H (2.206, 3.291, -0.803)  0.13
H (2.076, -2.549, 3.787)  0.27
H (-0.861, -9.687, 2.332)  0.26
H (6.612, -1.650, -2.739)  0.32
H (0.692, -1.491, -1.127)  -1.23
H (4.345, -3.974, 0.834)  0.58
H (-1.827, -3.742, 4.218)  0.33
H (-1.833, 5.852, -1.595)  -0.50
H (-3.184, 8.596, -0.948)  0.33
H (6.931, -3.220, -3.418)  0.40
H (2.260, -8.280, 1.652)  0.58
H (4.871, -0.148, -6.875)  0.23
H (-1.910, 1.029, 1.251)  0.85
H (-1.616, 5.865, 3.831)  0.30
H (-1.334, -2.072, 4.818)  0.25
H (0.681, -10.096, 1.708)  0.33
H (-0.186, 4.105, 2.810)  0.24
H (-1.564, 1.838, 5.327)  0.26
H (7.690, -0.984, -4.669)  0.50
H (2.053, 5.892, 0.949)  0.38
H (-3.482, 4.599, -2.542)  0.18
H (1.500, -5.381, -0.263)  0.32
H (-0.559, 0.556, -4.532)  0.19
H (-1.958, 9.488, -1.733)  0.32
H (-1.576, 3.210, 6.418)  0.37
H (1.329, -2.822, -6.814)  0.28
H (-0.628, -3.609, -0.729)  -0.09
H (-3.786, -1.372, 4.591)  0.07
H (-4.209, -2.935, 4.283)  0.39
H (-0.751, 5.150, 5.188)  0.47
H (-4.512, 1.873, 0.661)  0.35
H (0.623, 3.605, -2.927)  0.23
H (4.776, -3.271, -5.340)  0.40
H (-0.716, 4.603, 0.197)  -0.37
H (-2.458, 5.565, 5.386)  0.44
H (-3.887, 0.192, 2.625)  0.53
H (1.412, -7.751, 0.182)  0.28
H (-0.928, -4.955, 1.184)  0.19
H (-3.019, 2.550, 5.860)  0.35
H (-1.555, 2.725, 0.967)  -0.53
H (-1.184, 3.015, -1.906)  -0.18
H (5.224, -1.282, -0.429)  0.14
H (-0.092, 0.562, -0.131)  -0.47
H (-0.719, 1.140, 3.373)  0.23
H (6.332, 0.849, -6.391)  0.28
H (5.747, -1.933, 1.076)  0.58
H (2.725, 5.689, -0.690)  0.47
H (2.146, -2.740, 1.359)  -0.02
H (-0.689, -6.504, 0.192)  0.23
H (7.044, -2.206, -5.564)  0.60
H (-3.520, 3.741, -6.613)  0.41
H (0.137, -4.695, -4.016)  0.18
H (-2.894, 0.653, 3.958)  0.27
H (2.603, -3.782, -0.504)  0.09
H (4.628, -2.723, -2.437)  0.13
H (-2.965, -2.663, 11.052)  0.26
H (-3.731, 3.404, 0.649)  0.27
H (1.303, 3.312, 0.651)  -0.84
H (2.723, -6.035, 1.659)  0.29
H (-4.533, 1.341, 3.865)  0.50
H (2.778, 1.744, 1.771)  -0.05
H (-2.119, 1.155, -5.140)  0.35
H (-0.161, -3.362, 2.516)  0.22
H (1.103, 1.460, -1.066)  -0.80
H (-4.184, -3.844, 10.907)  0.30
H (-0.743, 1.560, -5.988)  0.49
H (0.212, 3.133, 4.128)  0.58
H (-4.971, 3.679, -5.634)  0.41
H (-0.115, -1.627, 2.736)  0.28
H (-3.534, 2.288, -1.698)  0.32
H (4.668, -4.371, -4.110)  0.51
H (-2.779, 6.347, -3.859)  0.34
H (-4.793, 3.668, -3.284)  0.51
H (-5.116, 2.908, 1.674)  0.60
H (1.711, 0.518, 0.237)  -0.30
H (-5.249, -3.108, 8.296)  0.38
H (-3.452, -4.615, 6.449)  0.26
H (-1.066, -3.707, -3.197)  0.34
H (-4.444, -2.197, 10.268)  0.32
H (6.066, -2.816, -0.511)  0.29
H (-0.776, -2.252, 1.229)  0.10
H (-5.108, -3.945, 6.275)  0.30
H (3.904, 1.606, 0.414)  0.22
H (1.031, -1.146, -6.119)  0.22
H (-0.452, -9.604, 0.565)  0.32
H (-3.840, 2.354, -5.555)  0.35
H (3.376, -1.552, 4.539)  0.36
H (-1.310, -5.459, -3.521)  0.42

The following is a quantum chemistry calculation of a 8-piece molecular cluster, C48H114N7O18 overall in a non-equilibrium geometry, from the Open Molecules 2025 dataset.

Results
HOMO = -17.45 eV
charge = +5

Each line ends with the Mulliken charge.
Cartesian coordinates (Å):
O (-2.919, 0.654, -4.255)  -0.46
O (2.127, 4.977, 3.015)  -0.41
O (0.816, 5.007, -1.765)  -0.38
O (2.624, -5.299, 2.370)  -0.35
O (-0.537, -0.503, 2.176)  -0.96
O (2.071, -3.118, 6.864)  -0.30
O (2.097, -1.461, 1.314)  -0.86
O (-5.545, -0.341, 1.505)  -0.36
O (-9.129, -0.403, 4.767)  -0.35
O (3.584, -1.235, -5.328)  -0.36
O (-0.893, 1.733, -1.841)  -0.64
O (3.650, 2.593, -5.615)  -0.60
O (-3.046, -5.355, -1.305)  -0.39
O (3.919, 0.390, 5.412)  -0.36
O (1.830, 1.199, -2.376)  -0.53
O (6.340, 2.556, -4.536)  -0.17
O (-0.428, -6.854, -0.735)  -0.40
O (-2.523, 3.977, -0.360)  0.15
N (3.037, 2.290, 3.588)  -0.16
N (1.528, -2.973, 3.803)  0.79
N (1.163, 3.472, -4.091)  1.18
N (4.298, 0.940, -3.406)  1.97
N (-8.106, -0.377, 2.329)  -0.17
N (-2.920, 2.985, -3.021)  0.54
N (-1.173, -4.567, 0.490)  -0.22
C (-0.722, 0.594, 0.225)  -0.37
C (-3.588, 0.634, -3.018)  -0.07
C (4.346, -0.630, 6.307)  -0.70
C (2.371, 1.980, -5.768)  0.86
C (0.621, 4.939, -0.365)  -0.57
C (-9.421, -0.615, 6.155)  -0.71
C (3.977, 3.626, -6.545)  -0.77
C (3.920, -1.532, -4.016)  -0.30
C (1.218, 2.919, -5.496)  -1.13
C (2.304, -1.602, -5.811)  -0.46
C (-7.828, 0.251, 0.955)  -0.82
C (1.908, -3.230, 8.303)  -0.83
C (-4.153, -0.125, 1.405)  -0.17
C (-4.069, 2.046, -2.691)  -0.76
C (2.848, -3.632, 4.114)  -0.23
C (3.514, -4.355, 2.949)  -0.85
C (7.401, 3.362, -5.027)  -0.91
C (-9.523, -0.904, 2.507)  -0.73
C (2.234, 4.456, -3.693)  0.00
C (1.840, 2.645, 2.732)  -0.14
C (1.213, -1.948, 4.886)  0.62
C (2.122, 4.798, -2.225)  -0.92
C (3.507, 0.913, 3.197)  0.14
C (1.806, 6.171, 3.717)  -0.80
C (3.269, -6.377, 1.710)  -0.87
C (0.913, -2.554, 6.262)  -0.86
C (0.326, -5.726, -1.094)  -0.84
C (-2.046, -3.525, -0.204)  0.18
C (-3.745, -5.937, -2.425)  -0.98
C (4.543, 0.327, 4.117)  -0.54
C (-0.207, 1.110, -1.011)  -0.72
C (-0.816, -7.586, -1.909)  -0.84
C (1.412, -0.577, 0.695)  0.25
C (5.149, 1.856, -2.538)  0.00
C (-2.663, -4.021, -1.500)  -0.73
C (-3.117, 4.428, -2.643)  -0.61
C (0.003, -0.271, 1.042)  0.53
C (0.318, -4.793, 0.101)  -0.30
C (-6.359, 0.651, 0.941)  -0.02
C (1.289, 0.725, -1.335)  -0.80
C (4.827, -0.456, -3.405)  -0.81
C (6.470, 2.285, -3.180)  -1.05
C (-1.927, -0.364, -4.369)  -0.31
C (-9.682, -1.380, 3.928)  -0.59
C (-2.974, 3.834, 0.970)  -0.34
C (2.029, -0.061, -0.435)  -0.56
C (1.197, 3.917, 3.158)  -0.65
C (-3.403, 4.704, -1.188)  -0.67
H (2.704, -4.205, 5.029)  0.66
H (5.459, 0.901, 4.266)  0.49
H (-2.275, 3.242, 1.560)  -0.04
H (5.261, 1.431, -1.546)  0.41
H (-3.531, -3.366, -1.641)  0.61
H (-4.872, 2.438, -3.318)  0.62
H (0.820, -3.701, 3.813)  0.52
H (3.778, 0.944, 2.143)  0.29
H (3.378, 0.980, -2.891)  -0.80
H (-7.540, -1.221, 2.393)  0.34
H (1.587, -0.807, -5.582)  0.00
H (1.346, -6.052, -1.322)  0.69
H (0.835, 3.933, 0.017)  -0.04
H (-4.756, -5.533, -2.316)  0.35
H (-6.114, 0.798, -0.119)  0.08
H (2.210, 1.164, -5.063)  -0.92
H (1.578, 5.965, 4.764)  0.37
H (4.363, -4.892, 3.372)  0.60
H (-4.454, 2.117, -1.677)  0.23
H (2.657, 4.026, -1.645)  0.14
H (4.178, -6.721, 2.203)  0.42
H (-3.873, 0.060, 0.354)  -0.28
H (-0.420, 5.164, -0.154)  0.18
H (5.335, -0.483, 6.737)  0.38
H (3.572, -0.823, 7.048)  0.24
H (1.555, -2.473, 2.899)  -0.24
H (4.695, -0.716, 3.836)  0.28
H (4.340, -1.620, 5.837)  0.29
H (-8.890, -1.520, 6.456)  0.32
H (2.693, -3.895, 8.653)  0.27
H (4.983, -0.768, -2.369)  0.48
H (-4.424, 4.470, -0.870)  0.48
H (-3.356, -5.641, -3.398)  0.40
H (3.234, 4.059, -3.837)  -0.09
H (2.794, 2.320, 4.582)  0.60
H (2.299, 1.655, -6.808)  0.60
H (-8.529, 1.077, 0.894)  0.41
H (3.686, 3.070, 3.447)  0.51
H (-7.955, 0.295, 3.084)  0.44
H (7.752, 4.166, -4.371)  0.40
H (-7.916, -0.562, 0.237)  0.36
H (2.705, 6.781, 3.637)  0.30
H (-4.451, -0.038, -3.064)  0.56
H (1.983, -1.185, 4.805)  -0.50
H (6.744, 3.192, -2.623)  0.52
H (0.743, -3.798, -0.011)  0.12
H (2.775, 5.638, -1.957)  0.71
H (2.361, -1.625, -6.898)  0.32
H (-2.583, 2.851, -3.972)  0.50
H (-9.666, -1.667, 1.743)  0.38
H (-1.278, -4.540, 1.498)  0.44
H (1.165, 1.787, 2.802)  -0.03
H (-6.151, 1.596, 1.457)  0.38
H (-2.268, -1.311, -3.941)  0.28
H (-1.576, -5.473, 0.188)  0.50
H (3.553, -2.887, 4.484)  -0.24
H (7.286, 1.604, -2.912)  0.49
H (4.142, 3.258, -7.556)  0.28
H (-10.251, -0.136, 2.247)  0.42
H (-1.690, 0.980, 0.507)  0.29
H (7.083, 3.846, -5.946)  0.27
H (3.026, -0.342, -0.740)  0.68
H (1.893, -2.560, -5.489)  0.32
H (-3.837, 3.154, 0.884)  -0.14
H (0.256, 4.065, 2.616)  0.20
H (1.104, 3.771, -6.168)  0.54
H (4.497, 2.731, -2.505)  -0.20
H (-2.929, 0.325, -2.200)  -0.13
H (-1.698, -0.510, -5.420)  0.33
H (-3.234, 5.783, -1.114)  0.46
H (0.158, -3.342, 6.162)  0.35
H (-3.275, 4.758, 1.464)  0.42
H (-1.511, -2.582, -0.315)  -0.35
H (2.086, 2.624, 1.669)  0.11
H (-1.059, -0.044, -3.784)  -0.11
H (-2.005, -3.873, -2.359)  0.36
H (-3.801, -7.004, -2.239)  0.31
H (-2.140, 2.576, -2.435)  0.11
H (-3.665, -1.084, 1.554)  0.29
H (2.613, -7.234, 1.552)  0.29
H (4.900, 4.111, -6.232)  0.15
H (-9.206, 0.241, 6.785)  0.27
H (8.284, 2.736, -5.183)  0.33
H (0.022, -8.144, -2.324)  0.34
H (3.490, -6.078, 0.678)  0.31
H (0.267, -1.473, 4.616)  0.08
H (2.600, 0.317, 3.280)  -0.30
H (-1.668, -8.220, -1.675)  0.29
H (-9.135, -2.319, 4.093)  0.38
H (3.071, -1.519, -3.313)  0.09
H (4.366, -2.521, -3.890)  0.53
H (0.251, 2.429, -5.632)  0.41
H (1.009, 6.769, 3.270)  0.30
H (0.883, 3.963, 4.209)  0.73
H (0.292, 3.960, -3.887)  0.44
H (2.051, -2.247, 8.751)  0.31
H (4.087, 1.259, -4.361)  0.49
H (-3.941, 4.775, -3.267)  0.44
H (1.273, 2.743, -3.360)  -0.82
H (-3.747, 0.703, 1.984)  0.35
H (-2.210, 4.949, -2.945)  0.26
H (0.934, -3.700, 8.435)  0.36
H (1.287, 5.632, 0.157)  0.56
H (2.110, 5.372, -4.272)  0.58
H (-10.499, -0.783, 6.230)  0.30
H (0.727, -5.286, 0.981)  0.50
H (-1.208, -6.935, -2.695)  0.33
H (3.236, 4.412, -6.381)  0.36
H (-10.733, -1.539, 4.186)  0.46
H (5.840, -0.450, -3.807)  0.47
H (3.709, -3.570, 2.213)  0.16
H (0.075, -5.083, -1.948)  0.24
H (-2.776, -3.348, 0.584)  0.35
H (0.543, -1.766, 6.921)  0.55